Entry 1:
Molecular formula: C36H44N4O12
Method: DFT, wB97M-V/def2-TZVPD

spin multiplicity	1
Kohn-Sham gap	8.73	eV
ΔE to the lowest compared entry with this formula, charge and spin	0.0	kcal/mol
HOMO energy	-9.3072	eV
LUMO level	-0.021	hartree
structure (SMILES)	O=[N+]([O-])c1ccccc1.O=[N+]([O-])c1ccccc1.O=[N+]([O-])c1ccccc1.O=[N+]([O-])c1ccccc1.CC(C)=O.CC(C)=O.CC(C)=O.CC(C)=O

Each line ends with the Löwdin charge.
Geometry (Å):
O  -2.65768  0.73952  -2.07409  0.063
N  -3.40919  0.86117  -3.02041  -0.339
O  -3.82380  1.92398  -3.44381  0.083
C  -3.87941  -0.36440  -3.68119  -0.146
C  -4.71327  -0.27276  -4.76730  -0.007
C  -5.05696  -1.43606  -5.43375  -0.067
C  -4.56084  -2.65441  -5.00054  -0.065
C  -3.73389  -2.73274  -3.88971  -0.061
C  -3.42007  -1.57981  -3.20796  -0.005
H  -5.05309  0.69322  -5.11008  0.120
H  -5.67719  -1.34415  -6.31449  0.107
H  -4.89145  -3.55927  -5.49852  0.107
H  -3.34678  -3.68045  -3.55219  0.084
H  -2.74105  -1.63832  -2.36886  0.103
O  1.24379  -0.64542  -3.85173  0.083
N  0.62663  -1.67707  -4.03525  -0.347
O  -0.35565  -1.78074  -4.74241  0.076
C  1.11923  -2.87896  -3.34214  -0.152
C  0.68892  -4.11160  -3.78355  -0.012
C  1.25182  -5.25826  -3.24186  -0.067
C  2.18475  -5.13341  -2.21233  -0.076
C  2.58533  -3.87683  -1.78024  -0.061
C  2.05392  -2.72132  -2.33628  -0.008
H  -0.07005  -4.21506  -4.54500  0.121
H  0.92067  -6.22178  -3.60305  0.107
H  2.69793  -6.00968  -1.83299  0.105
H  3.26349  -3.80145  -0.93844  0.111
H  2.39558  -1.72970  -2.07362  0.105
O  7.17727  6.59060  -3.11844  0.071
N  6.00767  6.73292  -2.82262  -0.355
O  5.39875  7.78223  -2.90004  0.070
C  5.29761  5.55395  -2.29285  -0.153
C  6.01530  4.41710  -1.97002  -0.007
C  5.32003  3.31954  -1.49946  -0.057
C  3.94408  3.37424  -1.34149  -0.065
C  3.24947  4.52981  -1.65305  -0.064
C  3.92760  5.62320  -2.14459  -0.010
H  7.08534  4.36723  -2.10508  0.117
H  5.88199  2.41831  -1.29615  0.112
H  3.45540  2.49182  -0.94647  0.087
H  2.17301  4.52106  -1.54666  0.106
H  3.41724  6.54028  -2.40402  0.119
O  -2.18679  1.73525  2.69783  0.070
N  -1.27894  2.45791  3.06951  -0.331
O  -0.74985  3.31174  2.39275  0.081
C  -0.72066  2.23416  4.41003  -0.153
C  -0.22669  3.31535  5.11038  -0.012
C  0.32832  3.08059  6.36844  -0.073
C  0.39381  1.79490  6.87000  -0.069
C  -0.19166  0.73900  6.16826  -0.049
C  -0.77183  0.95630  4.92705  0.008
H  -0.32308  4.31580  4.71468  0.122
H  0.76324  3.93451  6.87271  0.110
H  0.80619  1.59574  7.85095  0.108
H  -0.18998  -0.26001  6.58386  0.112
H  -1.22789  0.15882  4.35627  0.106
C  2.44865  4.25139  2.26137  -0.015
C  3.04042  2.86662  2.44928  -0.479
C  3.41873  2.47507  3.86022  -0.015
O  3.38109  2.19470  1.50706  0.062
H  2.12425  4.65727  3.21758  0.063
H  1.65129  4.29915  1.52734  0.067
H  3.28487  4.87033  1.92154  0.096
H  2.96238  3.16977  4.56982  0.059
H  4.49576  2.55361  4.00833  0.089
H  3.10363  1.46126  4.09680  0.085
C  -3.37886  -1.24207  2.22701  -0.018
C  -3.52946  -1.88642  3.58610  -0.499
C  -4.93681  -2.23125  4.00618  -0.025
O  -2.57976  -2.11182  4.30295  0.053
H  -2.41729  -1.46740  1.78175  0.057
H  -3.50449  -0.17907  2.45035  0.075
H  -4.20274  -1.53635  1.57827  0.087
H  -5.65424  -1.42710  3.82855  0.086
H  -4.95203  -2.49215  5.06277  0.082
H  -5.29988  -3.07660  3.41560  0.088
C  -1.62596  -4.05676  0.43811  -0.014
C  -1.84639  -4.93455  -0.75331  -0.487
C  -1.80756  -6.42772  -0.53401  -0.017
O  -2.08268  -4.47247  -1.84375  0.060
H  -2.26881  -4.41062  1.25604  0.092
H  -1.82387  -3.01182  0.23128  0.050
H  -0.63440  -4.18003  0.88459  0.098
H  -1.92345  -6.92183  -1.49676  0.082
H  -2.64198  -6.73262  0.10081  0.087
H  -0.86993  -6.74610  -0.07805  0.085
C  -0.20392  -0.81240  -0.63671  -0.018
C  0.77821  0.31580  -0.48146  -0.466
C  0.22140  1.67733  -0.20652  -0.007
O  1.97700  0.12219  -0.55850  0.056
H  -0.56776  -0.79634  -1.66987  0.074
H  -1.06434  -0.66168  0.01521  0.066
H  0.26196  -1.77913  -0.46849  0.072
H  0.81639  2.24710  0.50292  0.056
H  -0.82016  1.65197  0.10874  0.065
H  0.25409  2.25413  -1.13917  0.102

Atoms 1-3, force components in eV/Å:
O 0.1 0.1 0.1
N -0.5 0.2 0.0
O 0.2 -0.1 0.1

Entry 2:
Molecular formula: C20H34AuF6N2O8S3Si
Method: DFT, wB97M-V/def2-TZVPD

spin multiplicity	3
Kohn-Sham gap (spin up / spin down)	9.02 / 6.99	eV
total charge	+1
HOMO energy (spin up / spin down)	-12.0548 / -13.2803	eV
LUMO level (spin up / spin down)	-0.111 / -0.231	hartree

Each line ends with the Löwdin spin population.
Geometry (Å):
Au  0.68710  -0.65038  -1.68710  0.594
O  -0.53649  -1.33495  -4.05335  -0.002
C  -1.74304  -1.82135  -3.49362  0.006
C  -1.38439  -2.82479  -2.43317  0.007
C  -1.96724  -4.07874  -2.39147  0.005
C  -1.62309  -4.96027  -1.37859  -0.005
C  -0.69285  -4.56946  -0.43045  0.005
C  -0.13457  -3.31112  -0.53487  0.007
N  -0.48043  -2.46603  -1.51144  0.124
H  -0.73302  -0.66263  -4.71476  0.000
H  -2.37271  -2.30556  -4.24211  0.000
H  -2.31998  -1.00821  -3.03481  0.005
H  -2.68052  -4.35728  -3.15443  0.001
H  -2.07124  -5.94386  -1.33675  0.000
H  -0.38946  -5.22436  0.37327  0.001
H  0.60439  -2.95814  0.17167  0.001
F  4.49832  -2.60326  -4.18141  0.000
C  4.77002  -2.80324  -2.90227  0.004
F  6.05586  -2.61591  -2.67517  0.002
F  4.42527  -4.03826  -2.55969  0.000
S  3.78729  -1.64048  -1.86037  0.006
O  2.39762  -1.97607  -2.23975  0.048
O  4.12840  -1.87450  -0.49642  -0.001
N  4.28001  -0.26816  -2.44039  0.001
S  3.41753  1.02901  -2.48501  0.005
O  2.21045  0.94034  -1.63117  0.069
O  4.17675  2.21493  -2.34203  0.012
C  2.73192  1.06971  -4.21708  -0.001
F  1.62601  1.82319  -4.22797  0.000
F  3.61989  1.58515  -5.04096  0.000
F  2.40784  -0.15628  -4.61464  0.000
C  0.94999  0.77889  3.53272  0.000
C  1.61750  0.33067  2.24263  0.001
C  2.96643  0.99536  2.04592  0.000
C  1.72426  -1.18511  2.18907  0.000
O  0.79872  0.73746  1.09543  0.004
Si  -0.77066  1.02384  0.95529  0.041
S  -1.07458  0.84346  -1.25650  0.952
O  -1.64386  -0.19675  1.52369  0.035
C  -3.03586  -0.37477  1.89992  0.002
C  -3.21611  -1.87414  2.06195  0.000
C  -3.28164  0.35891  3.20859  0.002
C  -3.91998  0.16842  0.78706  0.012
O  -1.35991  2.45443  1.35091  0.007
C  -1.00914  3.85048  1.11769  0.001
C  -2.18136  4.64929  1.65874  0.000
C  -0.83561  4.07076  -0.37718  0.021
C  0.27265  4.17480  1.86435  0.000
H  1.56914  0.49351  4.38339  0.000
H  -0.02658  0.30408  3.65463  0.000
H  0.82760  1.86144  3.55411  0.000
H  3.66886  0.64117  2.80097  0.000
H  2.88276  2.07903  2.13400  0.000
H  3.36779  0.74879  1.06404  0.000
H  2.31954  -1.54903  3.02707  0.000
H  2.21864  -1.49874  1.26858  0.000
H  0.72872  -1.63044  2.25675  0.000
H  -2.53932  -2.25581  2.82664  0.000
H  -3.00587  -2.38616  1.12081  0.000
H  -4.23947  -2.10205  2.36030  0.000
H  -2.61066  -0.01429  3.98337  0.000
H  -4.30819  0.19698  3.53807  0.000
H  -3.11854  1.42998  3.08935  0.000
H  -3.69936  -0.33927  -0.15578  0.008
H  -3.77127  1.24366  0.66229  0.001
H  -4.97117  0.00260  1.02319  0.000
H  -3.09541  4.40385  1.11733  0.000
H  -1.99040  5.71694  1.55029  0.000
H  -2.33009  4.43005  2.71610  0.000
H  -1.73861  3.79208  -0.92205  0.004
H  0.01366  3.49533  -0.76095  0.011
H  -0.62512  5.12177  -0.57575  0.001
H  0.14426  4.01611  2.93543  0.000
H  0.53128  5.22209  1.70758  0.000
H  1.10134  3.56130  1.50627  0.000

Atoms 1-3, force components in eV/Å:
Au 0.1 -0.1 0.1
O 0.0 0.0 -0.1
C 0.0 0.0 0.0

Entry 3:
Molecular formula: CH21O10
Method: DFT, wB97M-V/def2-TZVPD

spin multiplicity	1
Kohn-Sham gap	7.86	eV
ΔE to the lowest compared entry with this formula, charge and spin	62.3	kcal/mol
total charge	-1
HOMO energy	-5.2456	eV
LUMO level	0.096	hartree

Each line ends with the natural charge from an NBO analysis.
Geometry (Å):
C  -0.20973  0.57842  -0.37032  -0.287
O  -0.95332  -0.57394  -0.22086  -1.013
H  0.44898  0.52670  -1.25091  0.173
H  0.04172  0.78148  0.73308  0.141
H  -1.05237  1.29069  -0.81400  0.133
O  0.10569  1.39466  3.43087  -0.937
H  -0.30662  2.01985  2.73221  0.476
H  -0.41086  1.60833  4.18836  0.472
O  -3.61787  -0.06074  -0.19185  -0.996
H  -2.68422  -0.35157  -0.13478  0.502
H  -3.83615  -0.26771  -1.16021  0.458
O  2.14262  -1.11966  -2.68939  -0.941
H  2.76893  -1.84577  -2.61944  0.470
H  1.82965  -1.13979  -1.77602  0.493
O  -1.28108  -0.77715  2.53008  -0.991
H  -0.56273  -0.22904  2.70675  0.465
H  -1.27904  -0.54408  1.58542  0.486
O  1.61905  4.00846  0.66308  -0.913
H  1.51028  3.17795  0.43542  0.459
H  0.69340  4.18266  1.04951  0.454
O  -0.96095  -3.39792  1.51384  -1.004
H  -1.63720  -2.71663  1.71029  0.480
H  -0.15313  -2.79579  1.23822  0.485
O  2.96481  1.49025  -2.59247  -0.965
H  2.70765  0.56133  -2.43790  0.492
H  3.75269  1.64726  -2.21672  0.447
O  1.10633  -2.13251  0.22143  -1.023
H  1.59161  -1.88326  1.03828  0.477
H  0.35355  -1.58023  -0.05808  0.516
O  -1.64508  -0.52665  -2.81005  -0.962
H  -1.34792  -1.36183  -2.34672  0.484
H  -1.69866  0.03624  -2.08713  0.470

Atoms 1-3, force components in eV/Å:
C -3.8 0.7 -0.1
O 0.3 -1.9 0.2
H 1.0 0.2 0.9